1.
# C13H21BiF6N4O6S2

C13H21BiF6N4O6S2 as an isolated structure (ωB97M-V with the def2-TZVPD basis set, the Open Molecules 2025 dataset).

Cartesian coordinates (Å):
Bi (-1.198, 0.021, -0.104)
N (1.124, 0.707, -0.971)
C (1.712, 1.887, -0.329)
C (0.595, 2.817, 0.146)
N (-0.440, 2.117, 0.917)
C (-0.194, 1.952, 2.361)
C (0.591, 0.686, 2.690)
N (-0.096, -0.483, 2.116)
H (1.608, -0.151, -0.709)
H (1.099, 0.775, -1.978)
H (2.353, 2.443, -1.015)
H (2.334, 1.559, 0.499)
H (0.105, 3.249, -0.728)
H (1.024, 3.636, 0.731)
H (-1.357, 2.584, 0.810)
H (-1.170, 1.890, 2.840)
H (0.325, 2.826, 2.767)
H (0.708, 0.606, 3.772)
H (1.587, 0.719, 2.259)
H (-0.814, -0.856, 2.727)
H (0.566, -1.211, 1.853)
C (-3.173, -1.047, -1.842)
C (-1.973, -1.326, -2.550)
C (-1.354, -0.117, -2.861)
C (-2.134, 0.941, -2.296)
C (-3.298, 0.339, -1.718)
H (-3.882, -1.782, -1.490)
H (-1.610, -2.310, -2.808)
H (-0.450, 0.002, -3.442)
H (-2.019, 1.999, -2.495)
H (-4.136, 0.879, -1.304)
F (4.122, -1.060, -1.501)
C (4.797, -1.455, -0.405)
F (5.387, -0.387, 0.130)
F (5.725, -2.331, -0.760)
S (3.593, -2.171, 0.797)
O (2.760, -1.030, 1.117)
O (4.360, -2.740, 1.853)
N (2.923, -3.270, -0.103)
S (1.438, -3.344, -0.602)
O (0.860, -4.628, -0.389)
O (0.621, -2.188, -0.278)
C (1.674, -3.205, -2.442)
F (2.824, -3.741, -2.824)
F (0.678, -3.818, -3.074)
F (1.667, -1.906, -2.794)
C (-4.830, 1.723, 2.260)
C (-3.553, 1.694, 1.449)
O (-3.163, 2.728, 0.881)
O (-2.935, 0.566, 1.416)
H (-5.474, 2.525, 1.906)
H (-4.572, 1.924, 3.302)
H (-5.338, 0.763, 2.213)

Properties
gap between HOMO and LUMO	9.0559	eV
total energy	-75882.7225	eV
highest occupied orbital energy	-0.33007	Eh
F_max	0.5	eV/A

Which charges does Mulliken predict for the atoms? In e, they are:
1 Bi 2.80
2 N -0.26
3 C -0.61
4 C -0.85
5 N -0.10
6 C -0.84
7 C -0.34
8 N -0.65
9 H -0.14
10 H 0.23
11 H 0.55
12 H 0.20
13 H 0.38
14 H 0.34
15 H 0.42
16 H 0.22
17 H 0.42
18 H 0.51
19 H 0.04
20 H 0.33
21 H 0.15
22 C -0.68
23 C -0.45
24 C -0.88
25 C -0.54
26 C -0.60
27 H 0.48
28 H 0.49
29 H 0.66
30 H 0.55
31 H 0.56
32 F -0.20
33 C 0.68
34 F -0.23
35 F -0.22
36 S 0.93
37 O -0.65
38 O -0.65
39 N -0.55
40 S 1.04
41 O -0.65
42 O -0.81
43 C 0.68
44 F -0.23
45 F -0.23
46 F -0.21
47 C -1.30
48 C 0.87
49 O -0.76
50 O -0.85
51 H 0.36
52 H 0.30
53 H 0.31

***

2.
# C13H21Br6F8O5P

C13H21Br6F8O5P as an isolated structure at a distorted geometry (ωB97M-V with the def2-TZVPD basis set, the Open Molecules 2025 dataset).

Cartesian coordinates (Å):
C (10.726, 10.373, 22.199)
C (9.719, 9.966, 23.256)
O (9.562, 8.552, 23.127)
P (8.398, 7.969, 22.078)
O (7.033, 8.562, 22.251)
O (8.460, 6.351, 22.361)
C (7.973, 5.896, 23.588)
C (7.950, 4.363, 23.512)
O (9.055, 8.093, 20.653)
C (10.298, 7.467, 20.393)
C (10.648, 7.549, 18.915)
H (11.566, 9.689, 22.323)
H (10.382, 10.352, 21.165)
H (11.059, 11.411, 22.218)
H (10.108, 10.109, 24.264)
H (8.801, 10.546, 23.157)
H (8.648, 6.220, 24.380)
H (6.974, 6.278, 23.800)
H (7.579, 3.987, 24.465)
H (7.319, 4.090, 22.666)
H (8.933, 3.899, 23.426)
H (11.072, 7.744, 21.108)
H (10.318, 6.423, 20.706)
H (11.671, 7.248, 18.688)
H (9.916, 7.062, 18.272)
H (10.459, 8.577, 18.606)
C (6.205, 17.646, 11.684)
C (4.765, 17.694, 11.238)
C (3.898, 18.671, 12.128)
F (3.758, 18.336, 13.417)
F (4.291, 19.943, 12.026)
F (4.754, 18.090, 9.987)
F (4.255, 16.442, 11.202)
O (6.420, 17.383, 13.036)
C (7.132, 16.183, 13.337)
C (7.438, 16.149, 14.853)
F (6.422, 15.739, 15.635)
F (8.399, 15.291, 15.076)
F (6.552, 15.142, 12.876)
F (8.294, 16.312, 12.731)
H (6.585, 18.627, 11.399)
H (6.705, 16.926, 11.037)
H (2.888, 18.651, 11.718)
H (7.689, 17.096, 15.331)
C (8.255, 12.851, 18.057)
Br (9.045, 11.277, 18.972)
Br (6.800, 12.288, 16.839)
Br (9.797, 13.714, 17.119)
H (7.867, 13.531, 18.816)
C (6.398, 13.194, 21.179)
Br (8.338, 13.344, 21.654)
Br (5.580, 14.600, 20.061)
Br (5.349, 12.906, 22.846)
H (6.297, 12.262, 20.624)

Properties
gap between HOMO and LUMO (spin up / spin down)	3.3261 / 7.7807	eV
total energy	-475344.2507	eV
highest occupied orbital energy (spin up / spin down)	-0.04316 / -0.20697	Eh
F_max	4.0	eV/A
spin multiplicity	2
charge	-1

Which charges does Mulliken predict for the atoms? In e, they are:
1 C -0.86
2 C -0.15
3 O -0.36
4 P 0.92
5 O -0.71
6 O -0.32
7 C -0.25
8 C -1.24
9 O -0.13
10 C -0.05
11 C -1.12
12 H 0.33
13 H -0.06
14 H 0.37
15 H 0.26
16 H 0.28
17 H 0.28
18 H 0.33
19 H 0.38
20 H 0.30
21 H 0.31
22 H 0.27
23 H 0.34
24 H 0.36
25 H 0.29
26 H 0.16
27 C -1.01
28 C 1.02
29 C 0.14
30 F -0.22
31 F -0.27
32 F -0.29
33 F -0.30
34 O -0.36
35 C 0.87
36 C 0.19
37 F -0.25
38 F -0.17
39 F -0.25
40 F -0.31
41 H 0.40
42 H 0.43
43 H 0.23
44 H 0.19
45 C -0.23
46 Br 0.09
47 Br -0.03
48 Br -0.08
49 H 0.16
50 C -0.15
51 Br -0.35
52 Br -0.31
53 Br -0.31
54 H 0.25

***

3.
# C13H21F12MnN3O12S4

C13H21F12MnN3O12S4 as an isolated structure at a distorted geometry (ωB97M-V with the def2-TZVPD basis set, the Open Molecules 2025 dataset).

Cartesian coordinates (Å):
Mn (-1.415, -0.111, -4.237)
O (-0.825, 2.108, -1.151)
C (-0.964, 1.307, -2.183)
O (-1.928, 0.504, -2.344)
O (-0.266, 1.273, -3.155)
H (0.028, 2.480, -1.388)
C (-1.178, 0.916, 4.682)
C (-1.493, 0.481, 3.238)
N (-0.282, -0.011, 2.394)
C (0.464, 1.364, 2.148)
C (0.685, -1.009, 3.118)
C (1.976, -1.361, 2.269)
C (-0.780, -0.554, 1.074)
C (-1.414, -2.010, 1.070)
O (-0.405, -2.892, 1.458)
C (-1.007, -4.145, 1.569)
H (-0.424, 1.678, 4.881)
H (-0.796, 0.025, 5.179)
H (-2.011, 1.270, 5.290)
H (-2.109, 1.144, 2.630)
H (-2.057, -0.444, 3.356)
H (0.379, 1.979, 3.043)
H (0.061, 1.800, 1.233)
H (1.532, 1.180, 2.038)
H (0.163, -1.896, 3.479)
H (0.864, -0.509, 4.070)
H (2.884, -1.354, 2.873)
H (2.277, -0.897, 1.330)
H (1.832, -2.408, 2.001)
H (0.135, -0.633, 0.487)
H (-1.538, 0.143, 0.718)
H (-1.784, -2.375, 0.112)
H (-2.214, -1.820, 1.786)
H (-0.558, -4.718, 2.380)
H (-0.712, -4.669, 0.659)
H (-2.082, -4.180, 1.747)
C (1.380, -2.076, -2.520)
F (1.151, -0.863, -2.165)
F (2.666, -2.252, -2.438)
F (0.685, -2.796, -1.633)
S (0.797, -2.239, -4.417)
O (1.257, -1.017, -5.124)
O (1.366, -3.421, -4.971)
N (-0.980, -2.020, -4.282)
S (-1.410, -3.482, -4.165)
O (-1.485, -4.087, -5.507)
O (-0.733, -4.227, -3.138)
C (-3.209, -3.283, -3.462)
F (-3.913, -2.822, -4.504)
F (-3.689, -4.472, -3.100)
F (-3.301, -2.524, -2.394)
C (3.142, 1.747, -0.785)
F (2.403, 0.745, -0.236)
F (4.385, 1.477, -0.495)
F (2.885, 1.721, -2.070)
S (2.907, 3.471, -0.050)
O (3.169, 3.309, 1.328)
O (3.822, 4.324, -0.784)
N (1.209, 3.740, -0.409)
S (1.206, 5.249, -0.327)
O (1.956, 5.898, 0.795)
O (1.283, 5.944, -1.650)
C (-0.680, 5.530, 0.110)
F (-1.390, 5.052, -0.931)
F (-1.016, 4.843, 1.259)
F (-0.899, 6.877, 0.210)

Properties
gap between HOMO and LUMO (spin up / spin down)	7.5649 / 7.1934	eV
total energy	-150125.6080	eV
highest occupied orbital energy (spin up / spin down)	-0.33836 / -0.33836	Eh
F_max	8.7	eV/A
spin multiplicity	6

Which charges does Mulliken predict for the atoms? In e, they are:
1 Mn 0.77
2 O -0.19
3 C 1.73
4 O -0.93
5 O -0.87
6 H 0.21
7 C -1.29
8 C -0.37
9 N 0.75
10 C -0.79
11 C -0.64
12 C -1.03
13 C -0.30
14 C -1.03
15 O -0.05
16 C -1.00
17 H 0.34
18 H 0.35
19 H 0.39
20 H 0.43
21 H 0.30
22 H 0.23
23 H 0.43
24 H 0.24
25 H 0.56
26 H 0.60
27 H 0.40
28 H 0.11
29 H 0.29
30 H -0.01
31 H 0.42
32 H 0.45
33 H 0.44
34 H 0.26
35 H 0.29
36 H 0.41
37 C 0.55
38 F -0.19
39 F -0.21
40 F -0.19
41 S 1.20
42 O -0.66
43 O -0.57
44 N -0.22
45 S 0.86
46 O -0.60
47 O -0.54
48 C 0.58
49 F -0.23
50 F -0.22
51 F -0.15
52 C 0.65
53 F -0.32
54 F -0.21
55 F -0.20
56 S 0.84
57 O -0.59
58 O -0.58
59 N -0.30
60 S 0.76
61 O -0.62
62 O -0.68
63 C 0.61
64 F -0.23
65 F -0.22
66 F -0.21

***

4.
# C13H21N6O4

An isolated ion of composition C13H21N6O4 and charge +1 at a distorted geometry (ωB97M-V with the def2-TZVPD basis set, the Open Molecules 2025 dataset).

Cartesian coordinates (Å):
C (3.706, -0.006, 3.913)
N (2.393, 0.553, 3.458)
C (1.875, 0.575, 2.223)
O (2.526, 0.295, 1.218)
C (0.443, 1.090, 2.096)
C (0.453, 2.651, 1.930)
C (-0.509, 3.169, 0.850)
N (-1.488, 3.939, 1.167)
O (-0.341, 2.899, -0.346)
N (-0.269, 0.495, 0.970)
C (-0.622, -0.791, 0.847)
O (-0.656, -1.612, 1.751)
C (-0.948, -1.240, -0.547)
C (0.346, -1.354, -1.359)
C (0.416, -0.420, -2.475)
C (1.229, 0.679, -2.581)
N (0.890, 1.301, -3.775)
C (-0.174, 0.675, -4.313)
N (-0.458, -0.410, -3.543)
N (-1.665, -2.512, -0.564)
C (-2.470, -2.936, -1.532)
C (-3.267, -4.197, -1.309)
O (-2.595, -2.336, -2.618)
H (3.919, 0.188, 4.948)
H (4.560, 0.386, 3.296)
H (3.717, -1.077, 3.773)
H (1.837, 0.924, 4.221)
H (-0.129, 0.835, 3.003)
H (0.224, 3.119, 2.859)
H (1.483, 3.001, 1.745)
H (-2.014, 4.329, 0.434)
H (-1.628, 4.199, 2.081)
H (-0.294, 1.066, 0.113)
H (-1.582, -0.470, -0.956)
H (0.436, -2.345, -1.792)
H (1.230, -1.208, -0.736)
H (1.960, 0.934, -1.858)
H (1.453, 2.052, -4.181)
H (-0.683, 0.979, -5.223)
H (-1.256, -1.011, -3.688)
H (-1.653, -3.005, 0.319)
H (-3.934, -4.355, -2.158)
H (-3.872, -4.020, -0.452)
H (-2.588, -5.027, -1.209)

Properties
gap between HOMO and LUMO	9.9005	eV
total energy	-30948.9217	eV
highest occupied orbital energy	-0.45498	Eh
SMILES	CNC(=O)[C@@H](CC(N)=O)NC(=O)[C@@H](Cc1c[nH]c[nH+]1)NC(C)=O
F_max	3.6	eV/A
charge	+1

Which charges does Mulliken predict for the atoms? In e, they are:
1 C -0.86
2 N -0.18
3 C -0.10
4 O -0.65
5 C 0.29
6 C -0.91
7 C 0.56
8 N -0.35
9 O -0.74
10 N 0.01
11 C 0.09
12 O -0.71
13 C -0.01
14 C -0.99
15 C 0.35
16 C -0.62
17 N -0.04
18 C -0.33
19 N 0.07
20 N -0.20
21 C 0.64
22 C -1.25
23 O -0.69
24 H 0.34
25 H 0.27
26 H 0.31
27 H 0.29
28 H 0.54
29 H 0.45
30 H 0.42
31 H 0.26
32 H 0.17
33 H 0.13
34 H 0.69
35 H 0.52
36 H 0.32
37 H 0.61
38 H 0.27
39 H 0.42
40 H 0.29
41 H 0.28
42 H 0.35
43 H 0.37
44 H 0.34

***

5.
# C13H21NO

A single C13H21NO molecule at a distorted geometry (ωB97M-V with the def2-TZVPD basis set, the Open Molecules 2025 dataset).

Cartesian coordinates (Å):
C (0.939, -2.006, -0.476)
C (0.501, -1.344, 1.669)
C (1.170, -2.841, -1.553)
C (0.684, 2.298, -0.404)
C (1.564, 1.042, -0.382)
C (-0.766, 1.820, -0.448)
C (0.534, -0.004, -0.121)
C (-0.717, 0.313, -0.874)
C (-1.875, 2.608, -1.176)
C (-0.537, 0.060, -2.336)
C (-1.949, -0.385, -0.266)
C (1.878, -2.447, 3.492)
C (0.500, -1.684, 3.119)
N (0.364, -0.203, 1.266)
O (0.802, -2.443, 0.878)
H (1.257, -3.902, -1.457)
H (1.096, -2.401, -2.474)
H (0.899, 2.759, 0.520)
H (0.950, 3.018, -1.251)
H (2.168, 1.001, -1.324)
H (2.475, 1.111, 0.338)
H (-0.986, 1.925, 0.635)
H (-2.779, 2.277, -0.780)
H (-1.993, 2.407, -2.250)
H (-1.644, 3.623, -1.079)
H (-1.357, -0.550, -2.851)
H (0.423, -0.428, -2.470)
H (-0.696, 1.036, -2.952)
H (-2.102, -0.004, 0.748)
H (-1.741, -1.375, -0.115)
H (-2.740, -0.148, -1.009)
H (2.096, -3.096, 2.578)
H (2.016, -2.809, 4.492)
H (2.665, -1.660, 3.457)
H (0.340, -0.800, 3.783)
H (-0.280, -2.470, 3.411)

Properties
gap between HOMO and LUMO	9.7586	eV
total energy	-17355.3250	eV
highest occupied orbital energy	-0.32474	Eh
F_max	5.1	eV/A

Which charges does Mulliken predict for the atoms? In e, they are:
1 C 0.70
2 C 0.48
3 C -1.26
4 C -0.76
5 C -1.26
6 C -0.05
7 C 0.75
8 C 2.09
9 C -1.73
10 C -1.37
11 C -2.29
12 C -1.08
13 C -0.55
14 N -0.47
15 O -0.45
16 H 0.33
17 H 0.38
18 H 0.34
19 H 0.32
20 H 0.26
21 H 0.34
22 H 0.36
23 H 0.43
24 H 0.27
25 H 0.51
26 H 0.18
27 H 0.24
28 H 0.34
29 H 0.39
30 H 0.53
31 H 0.56
32 H 0.27
33 H 0.41
34 H 0.28
35 H 0.28
36 H 0.24